A gas-phase ion, C4H10N (charge +2) in a non-equilibrium geometry. Source: OMol25; level of theory: wB97M-V/def2-TZVPD.

Output
<S²>   0.760
Relative energy (zero: lowest compared OMol25 entry of this formula, charge and spin)   26.4 kcal per mole
Net charge   +2
Orbital gap (alpha / beta)   10.85 / 7.69 eV
E_LUMO (alpha / beta)   -10.470 / -14.008 eV
Highest occupied orbital energy (alpha / beta)   -0.784 / -0.797 Eh
Spin multiplicity   2

```
15
Properties=species:S:1:pos:R:3:forces:R:3:lowdin_spin:R:1
C 1.1026 -1.3620 -1.2293 -1.20 0.39 -0.65 0.132
C 1.2342 -0.8611 0.2428 -1.02 0.63 2.27 0.063
C -0.1189 -0.3442 0.5768 0.26 -0.26 -1.71 0.169
C -0.4688 0.9379 0.0789 0.89 0.36 1.76 0.482
N -1.6314 1.6292 0.6335 -1.17 0.12 -0.06 0.065
H 0.0482 -1.4330 -1.5454 0.17 -0.03 -0.25 0.009
H 1.5916 -0.6309 -1.8655 0.15 -0.26 -0.19 0.007
H 1.4487 -2.3958 -1.2563 0.32 0.06 0.05 0.028
H 1.4794 -1.6909 0.9013 0.21 0.15 0.07 -0.002
H 1.8894 0.0011 0.3757 0.64 -0.39 -0.38 0.007
H -0.9097 -0.9185 1.0615 0.24 -0.28 0.08 0.002
H 0.2881 1.6050 -0.3221 -0.22 -0.07 -0.62 0.015
H -1.9929 1.2109 1.5020 0.05 -0.27 0.01 0.004
H -2.4390 1.6206 -0.0214 0.11 -0.08 -0.09 0.017
H -1.5215 2.6318 0.8673 0.58 -0.06 -0.29 0.003
```
Positions in Å, forces in eV/Å.